(a)
Entry from the Open Molecules 2025 dataset: a 3-piece molecular cluster, CH8N2O overall (the ωB97M-V functional and the def2-TZVPD basis).

HOMO: -9.51 eV
2S+1: 1

Structure (XYZ):
```
12
CH8N2O | the Open Molecules 2025 dataset | the ωB97M-V functional and the def2-TZVPD basis
N 0.243 2.108 1.096
H 1.045 2.718 1.103
H 0.179 1.597 0.222
H 2.039 -2.319 -0.055
H -0.580 2.626 1.360
N -1.812 -0.413 -1.111
C -0.556 -0.874 -0.910
O 0.538 -0.206 -0.581
H -2.043 0.172 -0.301
H 1.625 -2.520 0.541
H -0.466 -1.199 0.225
H -0.210 -1.689 -1.589
```



(b)
Entry from the Open Molecules 2025 dataset: a 3-piece molecular cluster, CH8N2O overall (the ωB97M-V functional and the def2-TZVPD basis).

HOMO: -9.88 eV
2S+1: 1

Structure (XYZ):
```
12
CH8N2O | the Open Molecules 2025 dataset | the ωB97M-V functional and the def2-TZVPD basis
N 2.154 0.544 0.455
H 1.977 1.418 -0.076
H 1.325 0.160 0.842
H 0.627 -2.846 -0.145
H 2.567 -0.157 -0.249
N -1.323 0.906 -0.933
C -1.021 -0.286 -0.278
O -0.540 -0.451 0.949
H -0.803 1.702 -0.698
H 0.596 -3.191 -0.822
H 0.067 -0.703 -0.856
H -1.732 -1.204 -0.569
```



(c)
Entry from the Open Molecules 2025 dataset: CH8N2O as an isolated structure (the ωB97M-V functional and the def2-TZVPD basis).

HOMO: -7.93 eV
2S+1: 1

Structure (XYZ):
```
12
CH8N2O | the Open Molecules 2025 dataset | the ωB97M-V functional and the def2-TZVPD basis
N 0.698 0.767 -0.073
C -0.576 0.795 1.490
O -1.044 -0.342 1.685
H 0.503 1.715 -0.355
H 1.452 0.836 0.576
H 0.174 1.175 2.208
H -1.222 1.559 1.035
N -0.008 -1.318 -1.326
H -0.538 -1.177 -2.182
H -0.619 -1.872 -0.730
H 0.807 -1.890 -1.520
H 0.374 -0.248 -0.807
```



Which of them is least stable? Easy: (b).



(a)
Entry from the Open Molecules 2025 dataset: a 12-piece molecular cluster, H24O12 overall (the ωB97M-V functional and the def2-TZVPD basis).

HOMO (spin up / spin down): -13.76 / -13.15 eV
Total charge: +1
2S+1: 2

Structure (XYZ):
```
36
H24O12 | the Open Molecules 2025 dataset | the ωB97M-V functional and the def2-TZVPD basis
O -0.716 4.308 -1.748
H -1.224 5.113 -1.643
H -0.469 4.062 -0.857
O -2.115 -0.317 -2.731
H -1.494 -0.225 -2.009
H -1.662 -0.869 -3.368
O -3.082 1.917 0.673
H -3.256 1.668 -0.235
H -3.706 1.404 1.186
O 1.885 0.355 1.669
H 1.801 1.261 1.965
H 2.332 -0.092 2.389
O -0.065 -2.888 -1.673
H 0.160 -2.075 -2.125
H -1.010 -2.977 -1.794
O 3.918 -0.141 -0.547
H 4.757 0.074 -0.140
H 3.262 0.223 0.048
O -0.424 0.185 -0.454
H -0.309 1.125 -0.319
H 0.325 -0.215 -0.012
O 1.082 -0.790 -3.135
H 0.895 -0.892 -4.068
H 0.924 0.138 -2.959
O -0.906 -2.548 0.965
H -1.244 -3.420 1.171
H -0.372 -2.677 0.181
O 2.033 -2.591 2.323
H 1.226 -2.287 1.907
H 1.736 -3.127 3.059
O -0.582 3.626 0.757
H -1.356 3.063 0.729
H -0.188 3.449 1.611
O -0.490 -0.995 3.201
H -1.156 -1.496 3.671
H -0.507 -1.348 2.312
```



(b)
Entry from the Open Molecules 2025 dataset: a 12-piece molecular cluster, H24O12 overall (the ωB97M-V functional and the def2-TZVPD basis).

HOMO (spin up / spin down): -14.05 / -14.05 eV
Total charge: +1
2S+1: 2

Structure (XYZ):
```
36
H24O12 | the Open Molecules 2025 dataset | the ωB97M-V functional and the def2-TZVPD basis
O 0.229 -0.021 -0.370
H 0.234 -0.337 0.534
H -0.646 0.346 -0.491
O -2.983 -0.192 -1.181
H -3.336 -0.810 -1.821
H -3.000 -0.670 -0.352
O -0.562 -1.030 4.002
H -0.265 -1.219 3.112
H -1.449 -1.388 4.040
O 1.327 -1.849 -2.074
H 2.181 -1.967 -1.658
H 0.865 -1.235 -1.504
O 0.021 1.531 2.783
H -0.753 2.010 2.488
H -0.327 0.830 3.335
O 2.319 0.696 -3.077
H 1.875 -0.081 -2.739
H 1.775 0.984 -3.811
O -2.221 -1.444 1.225
H -1.274 -1.550 1.319
H -2.577 -1.708 2.074
O -1.209 2.547 -1.284
H -1.568 3.223 -1.859
H -1.138 1.772 -1.842
O 0.419 -2.145 1.588
H 1.305 -2.314 1.909
H 0.234 -2.877 1.000
O -1.072 0.765 -3.555
H -0.308 1.200 -3.934
H -0.776 -0.128 -3.377
O 1.830 2.640 -1.156
H 1.001 2.885 -1.566
H 2.084 1.828 -1.595
O 2.823 0.123 3.057
H 1.874 0.021 2.987
H 3.071 -0.433 3.796
```



Which of them is least stable? Easy: (a).



(a)
Entry from the Open Molecules 2025 dataset: C5H6ClNO in the gas phase (the ωB97M-V functional and the def2-TZVPD basis).

HOMO: -9.25 eV
2S+1: 1

Structure (XYZ):
```
14
C5H6ClNO | the Open Molecules 2025 dataset | the ωB97M-V functional and the def2-TZVPD basis
C 1.074 2.165 -1.409
C 0.189 1.507 -0.922
C -0.953 0.608 -0.777
C -0.900 -0.313 0.432
C 0.400 -1.091 0.767
O 0.290 -2.189 1.499
N 1.455 -0.529 0.338
Cl 3.067 -1.069 0.751
H 1.892 2.846 -1.464
H -1.876 1.374 -0.863
H -1.081 -0.001 -1.676
H -1.659 -1.139 0.212
H -1.337 0.147 1.353
H -0.562 -2.315 1.760
```



(b)
Entry from the Open Molecules 2025 dataset: C5H6ClNO as an isolated structure (the ωB97M-V functional and the def2-TZVPD basis).

HOMO: -9.70 eV
2S+1: 1

Structure (XYZ):
```
14
C5H6ClNO | the Open Molecules 2025 dataset | the ωB97M-V functional and the def2-TZVPD basis
C -0.495 -0.407 -1.050
C -0.933 -0.781 0.293
C 0.029 0.089 1.119
C 0.660 0.590 -0.728
C 1.331 -0.228 0.533
H -0.142 -1.238 -1.605
H -2.008 -0.643 0.539
H -0.871 -1.834 0.306
H -0.144 0.119 2.161
H 0.708 2.031 0.611
H 1.198 1.093 -1.446
N 0.009 1.376 0.326
O 2.426 -0.629 0.954
Cl -1.769 0.461 -2.013
```



Which of them is least stable? Easy: (a).



(a)
Entry from the Open Molecules 2025 dataset: CH4BrP in the gas phase (the ωB97M-V functional and the def2-TZVPD basis).

HOMO: -9.52 eV
2S+1: 1

Structure (XYZ):
```
7
CH4BrP | the Open Molecules 2025 dataset | the ωB97M-V functional and the def2-TZVPD basis
C 0.366 0.611 -0.256
P 0.272 -0.977 0.767
Br -1.847 -0.556 1.324
H -0.625 0.859 -0.421
H 0.835 0.326 -1.122
H 0.877 1.459 0.189
H 0.122 -1.722 -0.480
```



(b)
Entry from the Open Molecules 2025 dataset: CH4BrP in the gas phase (the ωB97M-V functional and the def2-TZVPD basis).

HOMO: -9.73 eV
2S+1: 1

Structure (XYZ):
```
7
CH4BrP | the Open Molecules 2025 dataset | the ωB97M-V functional and the def2-TZVPD basis
C -0.032 -0.055 -0.452
P 1.238 0.803 0.712
Br -0.227 3.059 1.356
H -0.749 -0.786 0.045
H 0.512 -0.505 -1.275
H -0.571 0.841 -0.721
H 0.670 0.500 1.852
```



Which of them is least stable? Easy: (b).